Entry 1:
The following is a quantum chemistry calculation of a cluster of 2 separate species, C6H12S in total in a non-equilibrium geometry, from OMol25.

Values from the calculation:
Molecular weight, g/mol: 116.23
HOMO-LUMO gap, hartree: 0.305
E_HOMO, eV: -7.9758
Relative energy (zero: lowest compared OMol25 entry of this formula, charge and spin), eV: 4.013
E, eV: -17247.588

The geometry in XYZ format:
```
19
Properties=species:S:1:pos:R:3:forces:R:3
C -0.6519 -2.6170 1.5419 -0.69 -1.77 -2.18
C -0.6877 -1.4413 0.9596 0.46 0.62 -0.81
C 0.9404 0.7035 -0.9925 -0.21 0.00 -0.34
C -0.6038 -0.1016 1.7137 -2.79 -0.07 -3.10
C 2.3763 0.3087 -0.9711 -1.56 -1.46 -0.54
C -1.2910 1.9646 -1.5673 -0.39 -0.80 -1.86
S 0.4105 1.7263 -2.1656 0.00 -0.27 0.52
H -0.7643 -2.8249 2.5345 0.05 0.30 2.93
H -0.7217 -3.5954 1.0318 0.27 0.83 -0.46
H -0.6346 -1.4271 -0.1887 -0.12 0.32 1.91
H -0.7755 0.6298 0.8560 -0.16 -0.39 1.76
H 0.3616 0.0854 1.9586 3.13 0.43 0.86
H -1.2095 0.0694 2.6130 -0.23 -0.39 -0.52
H 2.5321 -0.2188 -0.0495 0.53 0.03 0.58
H 2.9690 1.1596 -1.1078 1.45 1.08 -0.15
H 2.5702 -0.4576 -1.7481 -0.03 0.51 0.02
H -1.5069 1.1184 -0.9187 -0.13 0.16 -0.16
H -1.9882 2.0335 -2.4394 0.51 -0.23 0.70
H -1.3248 2.8846 -1.0603 -0.10 1.12 0.84
```
Positions in Å, forces in eV/Å.

Here is what natural (NBO) gives for the atomic charges, in e: -0.413 -0.163 -0.269 -0.662 -0.746 -0.738 0.393 0.179 0.185 0.207 0.229 0.212 0.215 0.224 0.218 0.242 0.245 0.221 0.220

---

Entry 2:
The following is a quantum chemistry calculation of an isolated molecule of C6H12Si in a non-equilibrium geometry, from OMol25.

Values from the calculation:
Molecular weight, g/mol: 112.25
HOMO-LUMO gap, hartree: 0.381
E_HOMO, eV: -9.3660
Relative energy (zero: lowest compared OMol25 entry of this formula, charge and spin), eV: 1.807
E, eV: -14292.359

The geometry in XYZ format:
```
19
Properties=species:S:1:pos:R:3:forces:R:3
C 1.6755 0.7653 1.5070 3.10 -0.48 0.28
C 2.2000 -0.3462 0.4839 -2.04 2.51 -0.67
C 0.1662 0.5921 1.5750 2.65 -2.03 0.48
C 0.9013 -0.4076 -0.3213 0.95 -0.21 -2.67
C -0.1330 0.2501 0.1577 -1.45 -0.71 1.03
C -2.2148 -1.0222 -1.9179 2.22 0.55 0.59
Si -1.7871 0.4346 -0.6772 -1.57 0.72 -2.69
H 2.3476 0.7622 2.4278 -1.44 -0.12 -0.65
H 1.9635 1.6645 0.9894 -0.24 0.75 -0.10
H 3.0395 0.0306 -0.1298 -0.41 -0.20 0.29
H 2.4736 -1.2745 0.8769 0.34 -1.50 0.94
H 0.1287 -0.2932 2.2306 -1.04 0.08 -0.13
H -0.3339 1.3679 2.0116 -1.34 2.13 1.06
H 0.8246 -0.7481 -1.3665 0.49 -0.33 0.50
H -1.7090 1.7610 -1.5804 -0.10 -1.19 1.16
H -1.3551 -1.6520 -1.6253 -0.73 -0.76 0.26
H -3.1927 -1.4973 -1.7483 0.59 0.19 -0.33
H -1.8746 -0.8639 -2.9601 -1.06 0.33 0.31
H -3.1203 0.4765 0.0666 1.08 0.26 0.35
```
Positions in Å, forces in eV/Å.

Here is what natural (NBO) gives for the atomic charges, in e: -0.375 -0.440 -0.440 -0.131 -0.460 -1.077 1.089 0.208 0.196 0.216 0.210 0.205 0.214 0.198 -0.169 0.226 0.245 0.242 -0.155

---

What is the formula in the first record?
C6H12S

---

Which formula does entry 2 have?
C6H12Si

---

Which of these has the lowest E?
C6H12S